# C4H8NS

C4H8NS as an isolated structure at a distorted geometry (wB97M-V/def2-TZVPD, OMol25).

**Net charge**: +1
**HOMO energy**: -14.1308 eV
**LUMO level**: -5.1 eV
**ΔE to the lowest compared entry with this formula, charge and spin**: 2.107 eV
**Orbital gap**: 9.00 eV

Geometry (Å):
H 1.31417 2.46773 0.68599
H 1.06131 -1.35247 0.76619
H 1.26875 2.32517 -0.98177
C 0.07491 -0.91482 0.89200
H -1.92683 -1.75183 0.39952
H -0.97813 -0.23937 -2.02522
H -0.61088 -2.45720 -0.59190
S -1.66763 1.12225 0.04313
C -0.96295 -0.31216 -0.95466
N 1.41729 1.84278 -0.10349
C -0.96770 -1.56779 -0.08219
C -0.17948 0.30230 0.09247
H 2.32072 1.38242 -0.09141
H -0.16355 -0.84703 1.95134

Cartesian forces (eV/Å) of the 2 atoms listed first:
0.008 0.049 -0.002
0.024 -0.016 -0.161

# C4H8NS

An isolated ion of composition C4H8NS and charge +1 at a distorted geometry (wB97M-V/def2-TZVPD, OMol25).

**Net charge**: +1
**HOMO energy (spin up / spin down)**: -13.1468 / -13.1432 eV
**LUMO level (spin up / spin down)**: -6.9 / -6.9 eV
**ΔE to the lowest compared entry with this formula, charge and spin**: 3.316 eV
**Orbital gap (spin up / spin down)**: 6.23 / 6.22 eV

Geometry (Å):
H -1.40571 -0.81789 -1.10005
H 0.19600 -1.97376 0.79611
C -0.84309 0.10507 -0.95212
H 2.51400 -1.94401 0.18815
S 2.91247 0.34580 -0.25504
H 0.28757 2.18164 0.00674
H 0.68726 1.54231 1.71827
H -1.51662 0.95596 -1.07268
H -0.04216 0.16691 -1.68982
C 0.68579 -1.05331 0.52132
N -0.23738 0.11927 0.40038
C 0.32999 1.38100 0.71884
H -0.97529 -0.08290 1.09297
C 1.97790 -1.00133 0.18281

Cartesian forces (eV/Å) of the 2 atoms listed first:
0.182 0.068 0.158
-0.237 0.076 0.039

# C4H8NS

C4H8NS as an isolated structure at a distorted geometry (wB97M-V/def2-TZVPD, OMol25).

**Net charge**: +1
**Expectation value of S²**: 2.01
**HOMO energy (spin up / spin down)**: -9.0019 / -14.2050 eV
**LUMO level (spin up / spin down)**: -3.9 / -5.6 eV
**ΔE to the lowest compared entry with this formula, charge and spin**: 3.229 eV
**Orbital gap (spin up / spin down)**: 5.09 / 8.61 eV
**Multiplicity**: 3

Geometry (Å):
C -2.41872 0.21824 -0.09804
H 2.90659 -1.16030 0.09928
C -1.34150 1.26846 0.04202
C -0.32271 0.38177 -0.12836
S -1.22152 -1.10596 -0.28324
H 1.47566 -1.72005 -0.70558
H -1.46838 2.19496 0.50117
H 1.73176 1.01008 0.74955
H 1.47461 -1.36157 1.01575
N 1.84097 -1.11154 0.06876
H 1.84827 0.53296 -1.04146
C 1.58754 0.29943 -0.05504
H -3.09585 0.33227 -0.91640
H -2.99671 0.22126 0.75160

Cartesian forces (eV/Å) of the 2 atoms listed first:
-0.175 1.757 -1.094
-1.509 -0.768 -0.057

# C4H8O

C4H8O in the gas phase at a distorted geometry (wB97M-V/def2-TZVPD, OMol25).

**HOMO energy**: -7.6239 eV
**LUMO level**: 1.0 eV
**ΔE to the lowest compared entry with this formula, charge and spin**: 4.038 eV
**Orbital gap**: 8.65 eV

Geometry (Å):
H 1.13121 1.33934 -0.06751
H -1.26665 -1.13075 -0.55276
H 1.26974 -0.24264 0.89023
H -0.66217 1.47478 1.14685
C 0.67393 -0.44057 -1.21882
C 0.81678 0.31780 0.09841
C -0.80835 0.45114 0.80114
O -0.94050 -0.42648 1.89212
C -0.78228 -0.19059 -0.72800
H -1.27715 0.51683 -1.36861
H 1.03084 -1.48433 -1.24494
H 1.01184 0.06493 -2.14538
H -0.19724 -0.24947 2.49726

Cartesian forces (eV/Å) of the 2 atoms listed first:
0.503 0.061 0.356
-0.845 -0.358 -0.490

# C4H8O

C4H8O in the gas phase (wB97M-V/def2-TZVPD, OMol25).

**HOMO energy**: -9.7914 eV
**LUMO level**: 0.9 eV
**ΔE to the lowest compared entry with this formula, charge and spin**: 0.234 eV
**Orbital gap**: 10.71 eV
**SMILES string**: CC(C)C=O

Geometry (Å):
C -1.33095 0.34486 0.31392
H 0.63910 -1.52199 0.91433
H 0.61913 2.19327 0.21305
H 1.53793 -1.42462 -0.60405
O 2.21281 0.96197 0.20454
H -2.08177 -0.31159 -0.13575
C 0.02310 0.11942 -0.36066
H -0.10340 0.29793 -1.44215
H -0.13742 -2.02690 -0.59648
H -1.67505 1.37912 0.19858
C 0.55001 -1.29754 -0.15477
H -1.28532 0.11789 1.38657
C 1.03182 1.16817 0.06286

Cartesian forces (eV/Å) of the 2 atoms listed first:
-0.065 0.024 0.011
-0.002 0.053 -0.145

# C4H8O

C4H8O in the gas phase (wB97M-V/def2-TZVPD, OMol25).

**HOMO energy**: -9.3994 eV
**LUMO level**: 1.0 eV
**ΔE to the lowest compared entry with this formula, charge and spin**: 0.850 eV
**Orbital gap**: 10.44 eV
**SMILES string**: C/C=C/CO

Geometry (Å):
H -2.60191 -0.71916 -1.03196
H -0.85474 1.09867 -0.89277
C 0.26238 -0.18586 0.31022
H 1.52997 1.24775 -0.65127
O 2.54850 -0.50824 -0.21120
H 1.88204 0.96818 1.07577
C -2.19077 -0.42361 -0.06717
H 0.28286 -1.06298 0.94099
H -2.89001 0.27825 0.38763
H 3.41100 -0.09169 -0.30410
H -2.11162 -1.30286 0.56668
C -0.86024 0.22399 -0.25384
C 1.59255 0.47757 0.13101

Cartesian forces (eV/Å) of the 2 atoms listed first:
-0.100 -0.046 -0.028
0.142 0.117 -0.104